(1)
The following is a DFT calculation (ωB97M-V/def2-TZVPD) of a structure of composition C19H29AsN6OSW.

Properties
- Strongest force on any atom: 0.3 eV Å⁻¹
- HOMO (alpha / beta): -20.6 / -21.3 eV
- Calculated total energy: -3844.75861 a.u.
- Relative energy (zero: lowest compared OMol25 entry of this formula, charge and spin): 2.145 eV
- LUMO level (alpha / beta): -12.898 / -13.630 eV
- Orbital gap (alpha / beta): 7.71 / 7.63 eV

```
! RIJCOSX wB97M-V def2-TZVPD def2/J DEFGRID3
* xyz 4 3
W -0.4714 -0.1536 -0.2803
C -2.3110 3.9259 -0.7478
C -1.4422 2.7739 -0.4144
N -1.6750 1.5396 -0.6801
N -2.7875 0.9433 -1.2362
C -2.5421 -0.3664 -1.0812
N -3.3739 -1.2888 -1.4704
S -0.1941 -1.9173 -3.2832
C -0.1664 2.8823 0.3145
C 0.3570 4.0896 0.7125
C 1.5464 4.1123 1.4440
C 2.1516 2.9090 1.7475
C 1.5739 1.7244 1.3099
N 0.4341 1.6818 0.5986
H -3.2378 3.6348 -1.2365
H -1.7754 4.6076 -1.4152
H -2.5579 4.4858 0.1576
H -3.5824 1.4523 -1.6177
H -4.2670 -1.0911 -1.9154
H -3.1642 -2.2676 -1.3288
H -0.1510 5.0117 0.4625
H 1.9758 5.0525 1.7670
H 3.0680 2.8681 2.3210
H 2.0442 0.7825 1.5424
C 1.5625 -2.6886 -5.1047
C 1.4192 -1.9996 -3.7873
O -0.0990 -1.3498 -1.7670
N 2.4678 -1.5394 -3.1617
C 2.5572 -0.6513 -1.9874
C 2.5173 -1.3552 -0.6432
C 3.5779 -2.1764 -0.3079
C 3.6127 -2.8243 0.9199
C 2.5739 -2.6004 1.8107
C 1.5570 -1.7530 1.4281
N 1.4986 -1.1349 0.2256
H 0.5941 -2.9174 -5.5516
H 2.0936 -3.6336 -4.9573
H 2.1312 -2.0635 -5.7956
H 3.3502 -1.7156 -3.6337
H 1.8147 0.1377 -2.0784
H 3.5284 -0.1644 -2.0759
H 4.3950 -2.3038 -1.0072
H 4.4383 -3.4762 1.1773
H 2.5519 -3.0672 2.7861
H 0.7449 -1.5505 2.1111
C -3.5123 0.3848 2.0667
As -1.7547 -0.4149 2.0339
C -0.8701 0.3822 3.5565
C -2.0681 -2.2663 2.4808
H -4.1756 -0.1104 1.3606
H -3.4615 1.4521 1.8577
H -3.9031 0.2416 3.0748
H -1.4603 0.1374 4.4404
H -0.8448 1.4639 3.4334
H 0.1395 0.0005 3.6911
H -2.7155 -2.7233 1.7342
H -2.5742 -2.2855 3.4468
H -1.1384 -2.8270 2.5529
*
```

---

(2)
The following is a DFT calculation (ωB97M-V/def2-TZVPD) of a cluster of 4 separate species, C19H29BF24N2O5P in total in a non-equilibrium geometry.

Properties
- Strongest force on any atom: 3.0 eV Å⁻¹
- HOMO: -4.1 eV
- Calculated total energy: -3990.01230 a.u.
- LUMO level: 1.832 eV
- Orbital gap: 5.96 eV

```
! RIJCOSX wB97M-V def2-TZVPD def2/J DEFGRID3
* xyz -1 1
C 3.2015 -1.3116 4.7987
C 2.9373 -1.8674 3.2818
C 1.5841 -2.7613 3.0798
N 0.6073 -2.7524 4.2257
P -0.4107 -1.2969 4.2906
N 0.0085 -1.0452 6.0373
C -1.5674 0.2699 4.3473
B -0.7869 1.6401 3.8058
O -0.6803 1.8414 2.3286
O -0.2402 2.6539 4.7415
H 4.3520 -1.0383 4.9204
H 2.9884 -2.1549 5.5943
H 2.5864 -0.3216 4.9825
H 2.8428 -0.9045 2.5822
H 3.8375 -2.4898 2.8610
H 0.9766 -2.5209 2.0897
H 1.9444 -3.8923 2.9521
H 1.0269 -3.0173 5.1417
H 0.6357 -0.4063 3.8611
H -0.8729 -1.4922 2.9284
H -1.5080 -2.1199 4.7566
H 0.1031 -0.0201 6.2461
H -0.7968 -1.3732 6.6153
H -1.9468 0.4435 5.4406
H -2.4576 0.0307 3.6234
H 0.2801 1.7871 2.0324
H 0.6643 2.3887 5.0871
C 0.8961 3.6844 -0.2302
C 2.4333 3.7200 -0.2302
C 3.0587 5.0362 0.2278
F 2.6544 6.1028 -0.4880
F 4.4129 4.9922 0.1042
F 2.8816 3.3532 -1.4591
F 2.8576 2.7330 0.6241
O 0.2445 4.0015 -1.4650
C 0.1347 5.3943 -1.7519
C 1.0396 5.8545 -2.9043
F 2.3267 5.4659 -2.7283
F 1.0548 7.2109 -3.0021
F 0.3280 6.0902 -0.6077
F -1.1681 5.6045 -2.0915
H 0.6121 2.6419 -0.0394
H 0.4668 4.2435 0.6105
H 2.8337 5.2278 1.2807
H 0.6961 5.4466 -3.8575
C 0.6544 -7.0561 0.6763
C 0.9979 -5.5650 0.8281
C 0.6831 -4.6927 -0.3856
F 1.2835 -5.1072 -1.5175
F 1.1067 -3.4161 -0.1814
F 2.2983 -5.4496 1.2043
F 0.2665 -5.0906 1.8882
O 1.7101 -7.9192 0.2399
C 1.9564 -7.9127 -1.1650
C 3.2790 -7.2343 -1.5510
F 3.3978 -5.9999 -1.0027
F 3.3691 -7.0699 -2.8979
F 0.8800 -7.3849 -1.7924
F 1.9946 -9.2211 -1.5438
H 0.4115 -7.4203 1.6824
H -0.2645 -7.2147 0.0982
H -0.3947 -4.6533 -0.5669
H 4.1338 -7.8288 -1.2209
C -4.3584 4.3316 -4.6381
C -4.6640 3.4193 -3.4387
C -3.5377 2.4708 -3.0325
F -3.1275 1.6631 -4.0289
F -3.9419 1.6499 -2.0256
F -5.8209 2.7490 -3.6799
F -4.9309 4.2377 -2.3697
O -4.7792 3.8663 -5.9251
C -3.9171 2.9071 -6.5343
C -4.5159 1.4939 -6.5885
F -4.9659 1.0842 -5.3768
F -3.5859 0.5839 -6.9840
F -2.7116 2.9556 -5.9218
F -3.6999 3.3526 -7.8037
H -4.9400 5.2490 -4.4834
H -3.3141 4.6679 -4.6497
H -2.6709 3.0300 -2.6690
H -5.3546 1.4516 -7.2868
*
```

---

(3)
The following is a DFT calculation (ωB97M-V/def2-TZVPD) of a structure of composition C19H29BIrN2O2 in a non-equilibrium geometry.

Properties
- Strongest force on any atom: 2.9 eV Å⁻¹
- HOMO (alpha / beta): -13.2 / -15.3 eV
- Calculated total energy: -1129.76551 a.u.
- Relative energy (zero: lowest compared OMol25 entry of this formula, charge and spin): 0.613 eV
- LUMO level (alpha / beta): -6.596 / -11.214 eV
- Orbital gap (alpha / beta): 6.64 / 4.12 eV

```
! RIJCOSX wB97M-V def2-TZVPD def2/J DEFGRID3
* xyz 2 6
C 0.1529 -1.3481 4.3557
C 0.5608 0.0751 4.5155
H -1.0045 -1.3631 4.2740
H 0.7119 -2.0621 4.9863
H 0.3564 -1.5728 3.3284
H 0.9491 0.1912 3.5217
H -0.2594 0.8448 4.4145
H 1.5084 0.2311 5.0810
C 0.7661 -2.8572 -1.4762
C 0.8402 -3.8502 -2.4227
C 1.3823 -3.5399 -3.6675
C 1.8362 -2.2521 -3.9879
H 0.3803 -2.9413 -0.4558
H 0.4799 -4.8403 -2.1403
H 1.4415 -4.3227 -4.4022
H 2.2564 -1.9646 -4.9470
N 1.2374 -1.6282 -1.8164
C 1.7490 -1.2387 -3.0183
C 2.2148 0.1880 -3.0199
N 1.9874 0.8017 -1.8196
C 2.3493 2.0657 -1.4605
C 3.3622 2.2159 -3.5914
C 3.1022 2.7951 -2.3481
H 2.0378 2.3475 -0.4545
H 3.4632 3.7789 -2.0085
C 2.9247 0.9358 -3.9769
H 3.0955 0.4688 -4.9523
H 3.9241 2.8016 -4.2912
Ir 1.3823 -0.3259 -0.3839
C 2.8991 -0.8023 0.7629
H 3.5564 0.0650 0.9103
H 3.5199 -1.5804 0.2884
H 2.5902 -1.1696 1.7468
C -2.7591 2.2043 -0.5293
C -2.1535 1.5757 0.7305
C -2.5387 2.5308 1.8465
O -0.7327 1.5141 0.6442
B -0.3868 0.2040 0.3072
O -1.4245 -0.6790 0.5936
C -2.5909 0.0747 0.9248
C -2.9990 -0.2370 2.3524
C -3.7739 -0.3782 0.0619
H -2.3182 3.1915 -0.7240
H -3.8349 2.3828 -0.3745
H -2.6556 1.5893 -1.4312
H -2.1766 3.5406 1.6088
H -3.6353 2.5907 1.9272
H -2.1221 2.2403 2.8166
H -3.9185 0.3103 2.6108
H -3.2216 -1.3072 2.4456
H -2.2105 0.0156 3.0745
H -3.6654 -0.1662 -1.0090
H -3.9356 -1.4588 0.1808
H -4.7004 0.1150 0.3984
*
```

---

(4)
The following is a DFT calculation (ωB97M-V/def2-TZVPD) of a structure of composition C19H29F5Pb in a non-equilibrium geometry.

Properties
- Strongest force on any atom: 1.1 eV Å⁻¹
- HOMO: -8.0 eV
- Calculated total energy: -1433.52647 a.u.
- Relative energy (zero: lowest compared OMol25 entry of this formula, charge and spin): 0.067 eV
- LUMO level: -0.156 eV
- Orbital gap: 7.83 eV

```
! RIJCOSX wB97M-V def2-TZVPD def2/J DEFGRID3
* xyz 0 1
Pb -1.3911 -1.0513 -0.7585
C -0.0512 1.0940 -0.7226
C 1.0703 0.1971 -0.5989
C 0.9202 -0.4801 0.6321
C -0.2723 0.0374 1.2540
C -0.8380 1.0687 0.4601
C -1.8212 2.1325 0.8903
C -2.7845 2.4825 -0.2490
C -1.0027 3.3786 1.2681
C -2.6280 1.6694 2.1061
C 1.7271 -1.5468 1.3806
C 2.4247 -2.5646 0.4712
C 0.8138 -2.3760 2.3069
C 2.7696 -0.8454 2.2667
C 2.1527 0.1857 -1.6804
C 3.5313 0.3945 -1.0362
C 2.1331 -1.0965 -2.5311
C 1.9544 1.3442 -2.6727
H -0.1437 1.8654 -1.4697
H -0.5548 -0.1419 2.2787
H -2.2467 2.8130 -1.1398
H -3.4480 3.2908 0.0629
H -3.4020 1.6225 -0.5157
H -0.4431 3.7495 0.4077
H -0.2931 3.1450 2.0644
H -1.6656 4.1730 1.6167
H -3.1626 0.7421 1.8878
H -3.3641 2.4288 2.3728
H -1.9814 1.5129 2.9716
H 1.6970 -3.0546 -0.1790
H 2.8936 -3.3354 1.0856
H 3.2058 -2.1198 -0.1393
H -0.0126 -2.8213 1.7492
H 0.4026 -1.7874 3.1257
H 1.3938 -3.1852 2.7527
H 3.4426 -0.2250 1.6754
H 3.3656 -1.5836 2.8083
H 2.2726 -0.2044 2.9974
H 3.8170 -0.4385 -0.3987
H 3.5245 1.3034 -0.4315
H 4.2940 0.5039 -1.8099
H 2.2529 -2.0008 -1.9437
H 2.9414 -1.0593 -3.2652
H 1.1878 -1.1675 -3.0742
H 1.9842 2.3163 -2.1772
H 1.0156 1.2496 -3.2204
H 2.7654 1.3186 -3.4019
F -4.7424 -0.4189 -0.2882
C -3.8835 -0.9827 -1.2130
F -4.1793 -0.3673 -2.4173
C -4.3341 -2.4316 -1.3631
F -3.7402 -2.9805 -2.4423
F -3.9153 -3.1337 -0.2776
F -5.6525 -2.6194 -1.4755
*
```